C5H3NS | the ωB97M-V functional and the def2-TZVPD basis

Properties
electronic energy: -17554.145 eV
SMILES: C#CC#C/C=N/S
LUMO level: -0.15 eV
F_max: 0.04641 hartree/bohr
energy relative to the best compared isomer or geometry (same formula, charge and spin): 0.943 eV
Kohn-Sham gap: 0.3237 Ha

CARTESIAN COORDINATES (ANGSTROEM)
C (-3.854, -0.230, -0.031)
C (-2.673, -0.057, -0.043)
C (-1.341, 0.089, -0.040)
C (-0.151, 0.305, -0.068)
C (1.278, 0.502, -0.009)
N (2.079, -0.475, -0.025)
S (3.794, -0.017, -0.048)
H (-4.938, -0.345, 0.047)
H (1.651, 1.535, 0.113)
H (4.155, -1.307, 0.104)